Record 1
{
  "formula": "C19H21BrCl2IrO4PS3",
  "method": "ωB97M-V/def2-TZVPD",
  "elements": ["Ir", "Cl", "C", "C", "C", "C", "C", "Cl", "C", "S", "H", "H", "H", "C", "C", "C", "O", "P", "S", "S", "O", "C", "C", "C", "H", "H", "H", "H", "H", "H", "H", "H", "H", "H", "H", "H", "H", "H", "Br", "C", "C", "C", "C", "C", "C", "C", "O", "O", "H", "H", "H", "H"],
  "xyz": [[-0.041, 0.099, -0.699], [-0.222, -1.941, 1.011], [1.169, -1.818, 2.026], [1.451, -2.858, 2.897], [2.526, -2.765, 3.765], [3.304, -1.619, 3.782], [3.042, -0.596, 2.891], [4.035, 0.803, 2.903], [1.987, -0.679, 1.961], [1.837, 0.591, 0.793], [0.829, -3.737, 2.889], [2.754, -3.581, 4.435], [4.119, -1.517, 4.480], [-1.862, 1.676, -4.466], [-1.536, 0.283, -4.981], [-2.384, -0.773, -4.294], [-0.133, -0.010, -4.865], [0.767, -0.140, -3.560], [0.914, 1.589, -2.522], [0.250, -1.736, -2.403], [2.199, -0.346, -4.185], [2.679, -1.304, -5.149], [2.328, -2.733, -4.780], [2.202, -0.941, -6.544], [-2.839, 1.976, -4.835], [-1.125, 2.397, -4.811], [-1.879, 1.673, -3.378], [-1.682, 0.242, -6.069], [-2.346, -0.639, -3.215], [-2.027, -1.771, -4.538], [-3.415, -0.676, -4.622], [3.765, -1.167, -5.092], [1.254, -2.895, -4.824], [2.667, -2.959, -3.774], [2.812, -3.410, -5.478], [1.134, -1.117, -6.633], [2.729, -1.544, -7.279], [2.401, 0.110, -6.738], [-5.587, 2.775, 3.866], [-5.294, 2.349, 2.032], [-6.346, 2.466, 1.138], [-6.134, 2.166, -0.197], [-4.895, 1.725, -0.628], [-3.855, 1.594, 0.286], [-4.048, 1.914, 1.626], [-2.528, 1.071, -0.135], [-2.324, 0.697, -1.313], [-1.618, 0.984, 0.730], [-7.317, 2.787, 1.484], [-6.947, 2.265, -0.900], [-4.720, 1.482, -1.664], [-3.229, 1.814, 2.323]],
  "forces_ev_per_a": [[-0.1, -0.3, 0.9], [-0.7, 0.4, -0.7], [1.1, 0.5, 0.6], [-0.1, 0.0, -0.1], [-0.1, 0.1, -0.1], [-0.1, 0.0, -0.1], [-0.4, -0.5, -0.1], [0.2, 0.3, 0.0], [-0.2, -0.4, -0.1], [-1.1, 0.0, -1.7], [-0.1, -0.1, 0.0], [0.0, 0.0, 0.0], [0.1, 0.0, 0.0], [0.2, -0.2, -0.1], [-0.8, 0.1, -0.2], [0.2, 0.1, -0.1], [0.8, -0.2, 0.5], [0.5, -0.1, -0.6], [-1.0, -1.6, 1.4], [0.4, 2.2, 0.9], [-0.2, 0.3, 0.3], [0.2, -0.3, -0.5], [0.1, 0.2, 0.2], [0.1, 0.1, 0.2], [-0.2, 0.0, 0.0], [0.0, 0.1, -0.1], [0.0, 0.1, 0.0], [0.0, 0.0, 0.2], [-0.1, 0.0, 0.0], [0.0, -0.1, -0.1], [-0.1, 0.0, 0.0], [-0.2, -0.1, 0.0], [-0.1, -0.1, -0.1], [0.0, -0.1, 0.1], [0.0, -0.1, -0.1], [-0.1, 0.0, -0.1], [0.0, -0.1, -0.1], [0.0, 0.1, -0.1], [0.0, 0.0, -0.2], [-0.1, 0.0, 0.2], [0.0, 0.1, 0.1], [0.0, 0.0, 0.0], [0.2, 0.0, 0.1], [-0.2, 0.0, 0.1], [0.0, 0.0, -0.1], [0.1, -0.1, -0.1], [0.5, -0.5, -0.6], [1.5, 0.2, 0.1], [0.0, 0.0, 0.0], [-0.1, 0.0, -0.1], [0.0, -0.1, -0.1], [0.0, 0.0, 0.0]],
  "orbital_gap_ha": 0.2374,
  "homo_energy_ev": -7.727,
  "charge": 0
}

Record 2
{
  "formula": "C7H12N2",
  "method": "ωB97M-V/def2-TZVPD",
  "elements": ["C", "C", "N", "C", "C", "C", "C", "C", "N", "H", "H", "H", "H", "H", "H", "H", "H", "H", "H", "H", "H"],
  "xyz": [[1.911, -0.207, -0.962], [0.670, 0.193, -0.239], [-0.185, 1.592, -0.970], [-0.777, 0.349, -0.638], [-1.511, -0.535, -1.611], [-1.118, 0.399, 0.914], [-1.059, -0.954, 1.474], [0.359, 0.182, 1.165], [1.143, 0.501, 2.263], [1.722, -0.302, -2.031], [2.276, -1.167, -0.591], [2.703, 0.531, -0.821], [-0.028, 1.646, -1.978], [-2.545, -0.204, -1.718], [-1.033, -0.492, -2.591], [-1.502, -1.573, -1.283], [-1.702, 1.235, 1.280], [-1.394, -1.806, 0.899], [-0.945, -1.119, 2.535], [2.138, 0.406, 2.122], [0.876, 1.325, 2.782]],
  "forces_ev_per_a": [[-0.2, 0.0, -0.1], [-0.9, 1.2, -1.9], [0.8, -0.4, 1.2], [0.0, -1.0, 1.0], [-0.1, 0.3, 0.1], [0.0, 0.3, -0.7], [1.9, 0.8, -0.2], [-1.7, -1.1, 0.3], [0.0, 0.1, 0.4], [0.0, 0.0, 0.0], [-0.1, 0.0, 0.0], [0.0, 0.0, 0.0], [0.4, -0.4, 0.1], [0.0, 0.0, -0.1], [0.0, 0.0, 0.0], [-0.1, 0.0, 0.0], [-0.1, 0.0, 0.1], [0.3, -0.1, -0.2], [-0.3, 0.2, 0.0], [-0.2, 0.1, 0.1], [0.2, 0.0, -0.2]],
  "orbital_gap_ha": 0.3132,
  "homo_energy_ev": -7.569,
  "charge": 0
}

Record 3
{
  "formula": "C3H8BrP",
  "method": "ωB97M-V/def2-TZVPD",
  "elements": ["C", "C", "C", "P", "Br", "H", "H", "H", "H", "H", "H", "H", "H"],
  "xyz": [[-0.713, -0.237, 1.767], [2.175, 1.188, -1.239], [-0.650, -1.021, 0.482], [-1.930, -0.877, -0.732], [-1.625, 1.199, -1.362], [-1.233, 0.654, 1.550], [-1.278, -0.892, 2.588], [0.176, 0.198, 2.069], [1.329, 1.619, -1.701], [3.098, 1.134, -1.909], [2.226, 0.490, -0.325], [-0.305, -1.947, 0.606], [-1.270, -1.509, -1.794]],
  "forces_ev_per_a": [[-2.6, -2.2, -0.1], [2.9, -1.9, 0.3], [-1.5, 3.0, 0.4], [-0.1, -0.4, 0.5], [-0.1, 0.9, -0.4], [-1.4, 1.0, 0.1], [1.4, 1.6, -1.5], [2.3, -0.1, 1.0], [-1.0, 0.2, 0.2], [-1.3, 0.2, 1.1], [-0.6, 1.5, -1.6], [1.7, -3.8, 0.1], [0.2, -0.1, -0.2]],
  "orbital_gap_ha": [0.3043, 0.2997],
  "homo_energy_ev": [-8.835, -8.002],
  "charge": 0
}

Record 4
{
  "formula": "C31H39ClI2KN4O5P2",
  "method": "ωB97M-V/def2-TZVPD",
  "elements": ["K", "I", "C", "C", "C", "I", "C", "O", "C", "C", "N", "C", "C", "C", "C", "C", "C", "N", "C", "H", "H", "H", "H", "H", "H", "H", "H", "H", "H", "H", "O", "Cl", "O", "O", "O", "C", "P", "C", "N", "C", "C", "C", "C", "C", "C", "N", "C", "P", "C", "C", "C", "C", "C", "C", "C", "C", "C", "H", "H", "H", "H", "H", "H", "H", "H", "H", "H", "H", "H", "H", "H", "H", "H", "H", "H", "H", "H", "H", "H", "H", "H", "H", "H", "H", "H"],
  "xyz": [[-0.026, -0.998, 1.902], [5.255, -7.192, 2.456], [4.119, -5.526, 1.893], [4.207, -4.352, 2.621], [3.446, -3.266, 2.229], [3.524, -1.497, 3.346], [2.576, -3.276, 1.106], [1.882, -2.259, 0.754], [2.512, -4.518, 0.399], [1.586, -4.627, -0.795], [0.201, -4.198, -0.584], [-0.390, -4.807, 0.593], [-1.748, -4.242, 0.913], [-2.733, -5.052, 1.468], [-3.941, -4.491, 1.842], [-4.142, -3.138, 1.631], [-3.116, -2.412, 1.051], [-1.942, -2.937, 0.704], [3.266, -5.605, 0.798], [4.852, -4.282, 3.486], [1.581, -5.667, -1.137], [1.973, -4.023, -1.620], [0.230, -3.196, -0.428], [0.234, -4.681, 1.494], [-0.477, -5.886, 0.435], [-2.539, -6.106, 1.616], [-4.712, -5.100, 2.296], [-5.059, -2.644, 1.922], [-3.242, -1.351, 0.876], [3.183, -6.534, 0.244], [-2.444, -0.222, 5.687], [-1.668, -0.412, 4.501], [-0.700, 0.655, 4.344], [-0.966, -1.679, 4.538], [-2.534, -0.410, 3.328], [-1.447, 3.397, 2.366], [-1.152, 2.190, 1.026], [-0.173, 3.234, -0.154], [-0.258, 4.534, -0.074], [0.395, 5.273, -1.016], [0.323, 6.683, -0.970], [0.938, 7.428, -1.937], [1.649, 6.798, -2.983], [1.738, 5.436, -3.040], [1.114, 4.647, -2.048], [1.245, 3.291, -2.088], [0.642, 2.592, -1.165], [0.874, 0.755, -1.029], [2.282, 0.844, 0.153], [1.672, 0.220, -2.630], [1.752, -1.308, -2.511], [3.070, 0.772, -2.900], [0.722, 0.576, -3.776], [-2.796, 2.169, 0.102], [-3.199, 3.512, -0.504], [-2.707, 1.129, -1.017], [-3.854, 1.736, 1.123], [-1.977, 4.294, 2.051], [-0.475, 3.691, 2.766], [-1.984, 2.879, 3.160], [-0.234, 7.136, -0.161], [0.881, 8.508, -1.906], [2.129, 7.405, -3.741], [2.283, 4.929, -3.826], [3.084, 1.492, -0.204], [2.651, -0.167, 0.337], [1.920, 1.243, 1.104], [2.329, -1.620, -1.637], [2.229, -1.715, -3.408], [0.759, -1.754, -2.419], [3.780, 0.437, -2.142], [3.075, 1.860, -2.935], [3.421, 0.392, -3.866], [-0.292, 0.220, -3.570], [1.063, 0.089, -4.694], [0.688, 1.651, -3.950], [-2.564, 3.781, -1.350], [-3.153, 4.327, 0.219], [-4.229, 3.444, -0.869], [-1.991, 1.427, -1.787], [-3.686, 1.025, -1.494], [-2.397, 0.151, -0.647], [-4.042, 2.524, 1.855], [-3.557, 0.844, 1.675], [-4.794, 1.532, 0.602]],
  "forces_ev_per_a": [[0.0, 0.0, 0.0], [0.0, 0.0, 0.0], [0.0, 0.0, 0.0], [0.0, 0.0, 0.0], [0.0, 0.0, 0.0], [0.0, 0.0, 0.0], [0.0, 0.0, 0.0], [0.0, 0.0, 0.0], [0.0, 0.0, 0.0], [0.0, 0.0, 0.0], [0.1, 0.0, 0.1], [0.0, 0.0, 0.0], [0.0, 0.0, 0.0], [0.0, 0.0, 0.0], [0.0, 0.0, 0.0], [0.0, 0.0, 0.0], [-0.1, 0.0, 0.0], [0.1, 0.0, 0.1], [0.0, 0.0, 0.0], [0.0, 0.0, 0.0], [0.0, 0.0, 0.0], [0.0, 0.0, 0.0], [0.0, 0.0, 0.0], [0.0, 0.0, 0.0], [0.0, 0.0, 0.0], [0.0, 0.0, 0.0], [0.0, 0.0, 0.0], [0.0, 0.0, 0.0], [0.0, 0.0, 0.0], [0.0, 0.0, 0.0], [0.0, 0.0, 0.0], [0.0, 0.0, 0.0], [0.0, 0.0, 0.0], [0.0, 0.1, 0.0], [0.0, 0.0, 0.0], [0.0, 0.0, 0.0], [0.0, 0.0, 0.0], [-0.1, 0.0, 0.0], [0.0, 0.0, 0.0], [0.0, 0.0, 0.0], [0.0, 0.0, 0.0], [0.0, 0.0, 0.0], [0.0, 0.0, 0.0], [0.0, 0.0, 0.0], [0.0, 0.0, 0.0], [0.0, 0.0, 0.0], [0.1, 0.0, 0.0], [0.0, 0.0, 0.0], [0.0, 0.0, 0.0], [0.0, 0.0, 0.0], [0.0, 0.0, 0.0], [0.0, 0.0, 0.0], [0.0, 0.0, 0.0], [0.0, 0.0, 0.0], [0.0, 0.0, 0.0], [0.0, 0.0, 0.0], [0.0, 0.0, 0.0], [0.0, 0.0, 0.0], [0.0, 0.0, 0.0], [0.0, 0.0, 0.0], [0.0, 0.0, 0.0], [0.0, 0.0, 0.0], [0.0, 0.0, 0.0], [0.0, 0.0, 0.0], [0.0, 0.0, 0.0], [0.0, 0.0, 0.0], [0.0, 0.0, 0.0], [0.0, 0.0, 0.0], [0.0, 0.0, 0.0], [0.0, 0.0, 0.0], [0.0, 0.0, 0.0], [0.0, 0.0, 0.0], [0.0, 0.0, 0.0], [0.0, 0.0, 0.0], [0.0, 0.0, 0.0], [0.0, 0.0, 0.0], [0.0, 0.0, 0.0], [0.0, 0.0, 0.0], [0.0, 0.0, 0.0], [0.0, 0.0, 0.0], [0.0, 0.0, 0.0], [0.0, 0.0, 0.0], [0.0, 0.0, 0.0], [0.0, 0.0, 0.0], [0.0, 0.0, 0.0]],
  "orbital_gap_ha": 0.2302,
  "homo_energy_ev": -4.775,
  "charge": -1
}

Record 5
{
  "formula": "C3H12O4",
  "method": "ωB97M-V/def2-TZVPD",
  "elements": ["C", "C", "C", "O", "H", "H", "H", "H", "H", "H", "O", "H", "H", "O", "H", "H", "O", "H", "H"],
  "xyz": [[3.520, 1.077, 0.150], [2.284, 0.362, 0.647], [1.687, -0.597, -0.168], [0.358, -0.919, -0.144], [4.434, 0.933, 0.745], [3.673, 0.871, -0.968], [3.336, 2.162, 0.176], [1.988, 0.259, 1.717], [1.960, -0.593, -1.294], [0.158, -1.636, -0.794], [-2.353, -2.068, -0.641], [-2.753, -1.228, -0.802], [-2.418, -2.168, 0.310], [-0.926, 1.075, 1.438], [-0.164, 1.637, 1.477], [-0.560, 0.278, 1.054], [-3.181, 0.880, -1.093], [-2.944, 1.148, -0.238], [-2.841, 1.550, -1.643]],
  "forces_ev_per_a": [[-0.2, 0.3, -0.9], [-0.6, -3.6, -0.6], [0.4, 3.9, -2.6], [-0.1, -1.6, 0.7], [-0.3, -0.3, -0.3], [0.0, 0.0, 1.7], [0.0, -0.2, 0.1], [0.2, 0.9, -0.7], [0.5, -0.3, 1.9], [0.0, 0.8, 0.9], [0.5, -1.0, 0.2], [-0.5, 1.2, -0.5], [0.0, -0.2, 0.2], [-0.7, 0.0, 0.2], [0.5, 0.7, 0.1], [0.0, -0.6, -0.4], [-1.2, -1.8, -0.8], [0.7, 0.6, 2.1], [0.6, 1.1, -1.2]],
  "orbital_gap_ha": 0.3538,
  "homo_energy_ev": -8.954,
  "charge": 0
}

Record 6
{
  "formula": "C3H11NO4",
  "method": "ωB97M-V/def2-TZVPD",
  "elements": ["C", "C", "O", "N", "C", "O", "H", "H", "H", "H", "H", "H", "H", "O", "H", "H", "O", "H", "H"],
  "xyz": [[1.295, -0.757, 0.841], [-0.057, -1.212, 0.403], [-0.212, -2.129, -0.385], [-1.141, -0.467, 0.785], [-1.152, 0.631, 1.726], [-1.634, 1.845, 1.110], [2.081, -1.481, 0.644], [1.402, -0.523, 1.900], [1.604, 0.064, 0.192], [-2.039, -0.779, 0.429], [-0.136, 0.895, 1.975], [-1.876, 0.404, 2.493], [-1.865, 1.773, 0.181], [-2.252, -1.571, -3.405], [-2.050, -2.337, -2.846], [-1.417, -1.110, -3.551], [3.304, 2.047, -0.562], [2.481, 2.535, -0.486], [3.666, 2.171, -1.443]],
  "forces_ev_per_a": [[1.0, 0.0, 0.2], [-0.4, -0.1, -0.8], [0.1, -0.2, 0.1], [0.1, 0.3, 0.6], [-0.6, 0.5, -2.3], [-0.1, 0.3, 0.4], [-0.4, -0.6, -0.2], [-0.2, 0.4, -0.1], [-0.2, 0.4, 0.3], [0.3, -0.1, 0.1], [0.0, -0.5, 0.9], [0.3, 0.1, 0.8], [0.2, -0.5, 0.0], [0.0, -0.1, 0.1], [0.2, 0.4, -0.1], [-0.1, -0.2, 0.2], [0.1, -0.3, 0.4], [0.1, 0.2, -0.3], [-0.2, 0.2, 0.0]],
  "orbital_gap_ha": 0.3846,
  "homo_energy_ev": -10.065,
  "charge": 0
}

Record 7
{
  "formula": "C8H36N4O13",
  "method": "ωB97M-V/def2-TZVPD",
  "elements": ["C", "O", "N", "N", "H", "H", "H", "H", "C", "O", "N", "N", "H", "H", "H", "H", "C", "C", "O", "O", "H", "H", "H", "H", "H", "H", "C", "C", "O", "O", "H", "H", "H", "H", "H", "H", "C", "C", "O", "O", "H", "H", "H", "H", "H", "H", "O", "H", "H", "O", "H", "H", "O", "H", "H", "O", "H", "H", "O", "H", "H"],
  "xyz": [[-16.572, -18.405, 8.880], [-15.732, -17.499, 8.625], [-16.348, -19.271, 9.827], [-17.621, -18.638, 8.171], [-15.560, -19.023, 10.407], [-17.007, -19.940, 10.199], [-18.237, -19.437, 8.124], [-17.758, -17.884, 7.513], [-13.014, -16.642, 6.075], [-13.330, -17.598, 5.410], [-13.823, -15.870, 6.616], [-11.766, -16.204, 6.259], [-14.817, -16.018, 6.513], [-13.577, -15.033, 7.126], [-10.908, -16.580, 5.882], [-11.658, -15.418, 6.885], [-16.127, -13.668, 7.127], [-16.108, -12.345, 6.313], [-14.781, -12.073, 5.947], [-15.478, -13.427, 8.332], [-15.413, -14.354, 6.670], [-17.119, -14.118, 7.089], [-16.577, -11.469, 6.761], [-16.610, -12.453, 5.352], [-14.417, -11.868, 6.811], [-15.174, -14.269, 8.679], [-18.500, -15.078, 8.707], [-16.991, -15.409, 8.864], [-16.399, -14.591, 9.912], [-19.171, -15.739, 9.701], [-18.766, -15.659, 7.824], [-18.846, -14.051, 8.589], [-16.466, -15.127, 7.951], [-16.880, -16.476, 9.059], [-15.988, -13.792, 9.574], [-18.605, -15.713, 10.476], [-13.376, -18.784, 7.734], [-13.986, -20.053, 8.174], [-13.755, -21.180, 7.336], [-11.967, -18.658, 7.855], [-13.734, -17.964, 8.358], [-13.688, -18.541, 6.719], [-15.037, -19.846, 8.372], [-13.545, -20.379, 9.117], [-13.984, -21.968, 7.834], [-11.760, -17.729, 7.730], [-15.904, -16.506, 10.915], [-16.338, -15.749, 10.522], [-15.650, -17.051, 10.170], [-14.475, -14.082, 10.670], [-14.496, -14.776, 10.011], [-13.548, -13.987, 10.889], [-16.039, -15.882, 6.549], [-16.786, -15.469, 6.117], [-16.125, -16.812, 6.341], [-14.437, -15.793, 8.901], [-14.393, -16.742, 8.780], [-15.332, -15.561, 8.654], [-11.555, -16.729, 8.766], [-10.890, -16.047, 8.863], [-12.365, -16.251, 8.586]],
  "forces_ev_per_a": [[2.4, -1.0, 0.4], [-2.3, -4.8, -1.4], [0.9, -1.0, 2.9], [-2.8, 1.4, -3.3], [-0.1, -0.4, 0.3], [0.0, 0.4, -0.2], [0.4, 0.2, 0.5], [-0.6, -0.5, -0.3], [3.6, -0.8, -3.3], [-0.3, -1.2, -2.3], [-2.2, 3.8, 2.1], [3.4, 1.0, -0.4], [2.7, 0.2, -0.2], [0.3, -0.4, -0.3], [-0.6, -0.3, -0.1], [0.3, -0.3, -0.6], [1.4, 3.8, -2.8], [-0.4, -1.0, -1.0], [0.4, 0.5, 0.7], [0.9, 2.9, -1.5], [-0.6, 1.8, -0.8], [-0.3, 1.2, 0.4], [-0.1, -0.2, 0.6], [-0.4, -0.4, 0.1], [0.9, 0.2, 0.0], [1.6, 1.2, -1.1], [1.4, -1.4, -1.1], [-2.8, 3.8, 0.4], [-5.6, -1.2, 0.4], [-1.1, -0.4, 1.6], [-0.4, 0.3, -0.9], [0.5, 0.3, 0.0], [-1.4, -1.6, 2.1], [-0.9, 2.1, 0.2], [-1.4, 1.2, 0.9], [-0.1, 0.0, 0.5], [1.1, 0.6, -0.1], [0.6, -1.0, 1.4], [-0.3, 0.3, -1.0], [-0.8, -3.6, -1.3], [-0.3, -0.8, 0.2], [-0.2, -0.8, 0.5], [0.4, -0.6, -0.7], [0.0, 0.5, 0.7], [0.0, 0.1, 0.0], [0.3, -0.8, -0.2], [0.3, -3.5, 2.9], [0.8, 0.3, 1.7], [0.3, 0.3, 0.8], [1.9, 2.0, 1.6], [0.9, -1.0, 1.0], [0.3, 0.1, 0.2], [-5.5, -3.7, -2.9], [-0.2, 0.1, -0.6], [-0.1, -1.1, -0.1], [2.8, 1.8, 0.5], [0.2, 0.1, 0.1], [0.3, -1.8, -0.2], [0.9, 2.4, 2.4], [0.3, 0.3, 0.2], [-0.5, 0.4, 0.4]],
  "orbital_gap_ha": 0.2899,
  "homo_energy_ev": -8.211,
  "charge": 0
}